{"formula": "C42H84O42", "method": "ωB97M-V/def2-TZVPD", "species": ["C", "O", "C", "O", "O", "C", "H", "H", "H", "H", "H", "H", "C", "O", "C", "O", "O", "C", "H", "H", "H", "H", "H", "H", "C", "O", "C", "O", "O", "C", "H", "H", "H", "H", "H", "H", "C", "O", "C", "O", "O", "C", "H", "H", "H", "H", "H", "H", "C", "O", "C", "O", "O", "C", "H", "H", "H", "H", "H", "H", "C", "O", "C", "O", "O", "C", "H", "H", "H", "H", "H", "H", "C", "O", "C", "O", "O", "C", "H", "H", "H", "H", "H", "H", "C", "O", "C", "O", "O", "C", "H", "H", "H", "H", "H", "H", "C", "O", "C", "O", "O", "C", "H", "H", "H", "H", "H", "H", "C", "O", "C", "O", "O", "C", "H", "H", "H", "H", "H", "H", "C", "O", "C", "O", "O", "C", "H", "H", "H", "H", "H", "H", "C", "O", "C", "O", "O", "C", "H", "H", "H", "H", "H", "H", "C", "O", "C", "O", "O", "C", "H", "H", "H", "H", "H", "H", "C", "O", "C", "O", "O", "C", "H", "H", "H", "H", "H", "H"], "positions_angstrom": [[13.842, 0.380, 20.453], [12.721, -0.466, 20.153], [11.780, -0.341, 21.161], [11.845, 0.336, 22.105], [10.799, -1.112, 20.689], [9.793, -1.329, 21.617], [13.493, 1.372, 20.586], [14.589, 0.126, 19.742], [14.323, 0.092, 21.424], [8.870, -1.448, 21.105], [9.812, -0.566, 22.375], [9.963, -2.247, 22.131], [10.978, -0.007, 25.996], [10.845, -1.101, 25.021], [12.003, -1.685, 24.706], [12.978, -1.619, 25.386], [11.881, -2.429, 23.650], [12.868, -3.398, 23.343], [9.981, 0.377, 26.086], [11.649, 0.776, 25.546], [11.353, -0.439, 26.928], [13.780, -3.309, 23.997], [13.159, -3.029, 22.337], [12.432, -4.382, 23.404], [12.909, 3.471, 22.421], [14.240, 3.287, 21.959], [15.057, 3.635, 22.939], [14.718, 3.842, 24.073], [16.318, 3.574, 22.464], [17.375, 3.938, 23.407], [12.594, 4.449, 22.882], [12.757, 2.724, 23.207], [12.219, 3.353, 21.635], [16.882, 4.268, 24.340], [18.088, 4.684, 22.924], [17.902, 3.060, 23.701], [9.585, 2.679, 23.328], [8.168, 2.908, 23.409], [7.512, 2.594, 24.505], [8.005, 2.295, 25.574], [6.207, 2.708, 24.306], [5.387, 2.476, 25.410], [10.115, 3.008, 24.194], [10.027, 3.268, 22.501], [9.707, 1.625, 23.100], [4.398, 2.891, 25.216], [5.798, 2.953, 26.287], [5.211, 1.388, 25.631], [16.521, -3.884, 24.515], [17.439, -3.082, 23.818], [16.947, -2.191, 23.004], [15.751, -2.083, 22.873], [17.867, -1.556, 22.303], [17.248, -0.641, 21.317], [15.779, -3.254, 25.097], [17.136, -4.585, 25.064], [15.948, -4.442, 23.787], [16.782, -1.346, 20.615], [18.128, -0.182, 20.939], [16.530, -0.032, 21.776], [15.230, 0.454, 24.773], [16.626, 0.720, 24.367], [17.575, 0.185, 25.155], [17.371, -0.646, 25.977], [18.781, 0.641, 24.737], [19.828, 0.123, 25.570], [14.992, -0.624, 24.546], [14.597, 1.121, 24.250], [15.127, 0.651, 25.857], [19.599, -0.967, 25.718], [19.909, 0.676, 26.479], [20.687, 0.327, 25.019], [11.574, 6.904, 20.337], [12.904, 6.758, 19.958], [13.782, 6.920, 20.958], [13.438, 7.217, 22.054], [15.012, 6.616, 20.585], [16.040, 6.945, 21.607], [10.941, 6.433, 19.568], [11.346, 7.908, 20.545], [11.289, 6.443, 21.289], [15.929, 6.264, 22.457], [15.848, 7.992, 21.852], [17.005, 6.670, 21.115], [21.406, 7.410, 23.248], [21.759, 6.120, 23.758], [20.838, 5.569, 24.554], [19.802, 6.110, 24.815], [21.374, 4.441, 25.008], [20.556, 3.657, 25.923], [22.098, 7.684, 22.537], [21.419, 8.201, 24.007], [20.483, 7.296, 22.738], [21.310, 3.158, 26.573], [19.856, 3.103, 25.291], [19.990, 4.340, 26.611], [17.277, 3.911, 19.675], [18.525, 4.166, 20.264], [19.275, 3.110, 20.600], [19.176, 1.965, 20.233], [20.272, 3.531, 21.360], [21.222, 2.511, 21.882], [16.951, 4.884, 19.416], [16.580, 3.405, 20.378], [17.276, 3.387, 18.722], [20.769, 1.586, 22.351], [21.686, 3.018, 22.706], [21.886, 2.167, 21.078], [13.794, 4.126, 18.192], [12.947, 3.006, 17.938], [11.890, 3.056, 18.690], [11.573, 3.914, 19.557], [11.168, 1.982, 18.492], [9.910, 1.805, 19.156], [14.125, 4.144, 19.222], [13.437, 5.171, 17.990], [14.671, 3.952, 17.601], [9.085, 1.784, 18.479], [9.762, 2.547, 19.937], [10.060, 0.809, 19.592], [13.686, 7.354, 29.764], [14.149, 7.391, 28.452], [15.470, 7.168, 28.307], [16.189, 6.835, 29.213], [15.786, 7.569, 27.101], [17.251, 7.354, 26.712], [13.587, 6.309, 30.065], [12.659, 7.770, 29.799], [14.339, 7.942, 30.421], [17.947, 7.955, 27.338], [17.252, 7.498, 25.634], [17.487, 6.333, 26.923], [16.789, 0.021, 28.987], [16.538, 1.325, 28.441], [17.454, 2.016, 27.800], [18.691, 1.813, 27.774], [16.975, 3.070, 27.242], [15.653, 3.512, 27.585], [16.272, -0.685, 28.278], [16.187, 0.010, 29.885], [17.866, -0.092, 29.170], [14.861, 2.965, 27.017], [15.619, 4.556, 27.354], [15.464, 3.214, 28.604], [12.441, 6.107, 25.440], [11.558, 6.345, 26.543], [11.888, 5.728, 27.652], [12.864, 5.152, 27.971], [10.929, 5.922, 28.570], [9.710, 6.760, 28.346], [12.501, 5.083, 25.231], [13.440, 6.423, 25.752], [12.191, 6.798, 24.620], [9.301, 6.571, 27.340], [10.057, 7.827, 28.373], [9.007, 6.576, 29.127], [5.692, 0.770, 21.506], [6.790, 0.091, 22.207], [6.435, -0.491, 23.326], [5.494, -0.245, 24.047], [7.378, -1.442, 23.531], [7.400, -2.083, 24.806], [5.977, 1.866, 21.587], [4.713, 0.531, 21.933], [5.684, 0.388, 20.463], [8.355, -2.592, 24.848], [6.693, -2.881, 24.895], [7.115, -1.396, 25.673]], "atomic_forces_ev_per_a": [[0.344, -1.670, 1.604], [0.026, 0.846, 1.898], [0.992, -2.365, -5.306], [0.020, 1.550, 2.633], [0.537, 0.264, 0.198], [-0.792, -0.462, 0.997], [0.194, 1.115, -0.520], [0.399, 0.567, -1.072], [-0.650, 0.066, -0.478], [-0.861, 0.408, -0.391], [-0.519, 0.389, 0.130], [0.263, -0.797, 0.403], [0.730, -0.458, -1.105], [-0.122, 0.815, -0.316], [-0.631, -0.086, 1.345], [1.502, 0.399, 0.775], [-1.547, -0.352, -0.529], [1.940, 1.321, -0.467], [-0.406, 0.233, 0.170], [-0.509, -0.778, 0.715], [0.053, 0.432, -0.171], [-1.158, -0.023, -0.576], [0.201, -1.247, 0.358], [-0.144, -0.235, -0.262], [-1.479, 0.017, 1.675], [-0.471, 1.297, -0.198], [1.707, -0.947, 0.133], [0.276, 0.502, 0.201], [0.037, 0.509, 0.767], [-0.330, 1.064, 0.031], [1.306, -0.498, -0.512], [-0.352, 0.026, -0.206], [-0.349, -0.589, -1.236], [0.442, 0.422, -0.576], [-1.236, -0.884, 0.659], [0.474, -0.880, -0.192], [-0.105, -0.040, -0.845], [0.008, 0.594, -1.094], [0.539, -0.187, 1.710], [0.087, -0.105, -0.625], [0.245, 0.163, -1.457], [-1.271, -1.125, 1.425], [0.064, -0.143, 0.936], [-0.854, -0.241, 0.157], [0.422, -0.099, 0.245], [0.215, 0.179, -0.325], [0.116, 0.091, 0.279], [0.572, 0.975, -0.394], [-1.226, 0.372, 0.283], [2.198, 0.080, 0.442], [-0.975, -0.484, -0.569], [-0.732, 0.719, -0.425], [-0.479, 0.465, 0.479], [1.268, -2.841, -0.082], [1.152, -0.811, -0.261], [-0.186, 0.177, 0.513], [-0.303, -0.268, -0.184], [-0.012, 0.707, -0.202], [0.182, 0.874, -0.627], [-0.729, 1.067, 0.638], [1.319, -1.888, 0.950], [-0.568, 0.517, 0.299], [-0.150, 0.782, -2.312], [-0.104, -0.677, 1.316], [-1.290, 0.005, 0.822], [-1.030, -1.454, -0.112], [0.162, 1.321, 0.304], [-0.347, 0.657, -0.784], [0.075, -0.216, -0.502], [0.766, 1.065, 0.057], [-0.361, 0.085, 0.742], [1.635, -0.182, -1.016], [-1.765, -1.228, 0.355], [1.654, -0.388, -0.409], [-0.582, -0.902, -0.872], [-0.074, 0.763, 1.932], [0.853, 0.117, -0.005], [-0.409, -0.957, -1.152], [0.424, 0.501, 0.151], [-0.359, 1.624, -0.370], [0.603, -0.545, -0.143], [-0.206, 0.430, 0.008], [0.695, -0.254, 0.240], [-0.805, 0.777, 0.360], [-0.716, -0.465, 1.378], [0.500, 0.312, -0.212], [1.427, 0.548, -0.167], [-0.977, -0.501, 0.468], [-0.650, -0.043, 0.269], [0.181, 1.359, 0.842], [1.899, 0.222, -1.527], [-0.398, -0.451, 0.081], [-1.116, 0.370, -0.159], [-0.929, -0.343, -0.872], [0.273, -0.517, 0.683], [0.330, -0.586, -0.801], [-1.277, -0.834, -0.260], [0.903, -0.575, 0.563], [0.827, -0.719, -0.446], [-0.879, 0.260, -0.108], [0.851, -0.469, 1.185], [-1.230, -0.662, -0.152], [-0.830, 1.030, 0.030], [0.594, 0.470, -0.598], [0.679, -0.463, 0.069], [-0.256, 1.160, -0.885], [0.670, 0.420, -0.009], [-0.105, 0.420, 0.322], [1.224, 1.305, 0.105], [0.298, 1.224, -0.145], [-2.504, 1.390, 3.339], [1.284, -1.549, -2.450], [-0.451, -0.456, -1.100], [1.176, -0.817, 1.236], [-0.161, -0.186, 0.371], [-0.453, -1.348, -0.109], [0.397, -0.114, -0.519], [-0.284, 0.158, -0.738], [0.045, 0.063, -0.080], [-0.657, 0.315, 0.033], [-1.003, -0.184, 1.226], [0.550, 0.512, -1.189], [-0.977, 1.208, 1.289], [0.438, -0.491, -0.395], [2.467, -0.396, -1.424], [-1.513, 0.208, 0.897], [0.262, 0.152, 0.376], [0.652, -0.053, -0.317], [-0.158, -0.350, -0.027], [-0.810, 0.033, -0.724], [0.227, 0.408, 0.277], [0.076, -0.726, 0.069], [-0.706, -0.121, -0.810], [-0.377, -0.227, -0.103], [3.891, -0.962, 0.944], [-2.919, -0.177, 0.144], [-0.632, 1.538, -1.117], [-1.031, -1.402, -0.508], [1.260, 0.365, 0.634], [0.256, -0.069, 0.465], [-0.486, -0.381, -0.231], [0.797, 0.496, -0.018], [-0.116, 0.417, 0.170], [-0.076, 0.765, 0.455], [1.173, 2.344, 0.492], [-0.032, -0.029, -1.436], [-2.175, 1.465, 1.308], [1.575, -1.538, -0.599], [-1.906, 0.375, 0.937], [2.432, 0.629, -1.494], [-0.203, -1.458, -0.712], [0.048, -0.141, -0.009], [-0.401, -0.719, 0.240], [0.054, -0.077, 0.578], [-0.455, -0.885, 0.038], [-0.154, -0.433, 0.500], [0.962, 0.952, -0.202], [-1.321, 0.507, -1.309], [0.407, -1.030, 1.179], [0.581, -0.383, -0.592], [-0.517, 0.369, 0.573], [-0.446, 0.582, 1.141], [-0.854, -1.287, -0.364], [0.424, 0.266, 0.271], [0.333, 0.442, 0.625], [0.406, 0.568, 0.407], [-0.906, -0.455, -0.474], [1.000, -0.599, -1.273]], "e_lumo_ev": 0.50, "multiplicity": 1, "relative_energy_kj_mol": 334.53, "energy_ev": -130908.529, "charge": 0, "orbital_gap_ha": 0.39593}